Entry 1:
This record from the Open Molecules 2025 dataset describes C36H35N8S3Ti as an isolated structure in a non-equilibrium geometry. The level of theory is ωB97M-V/def2-TZVPD.

Net charge: +1
HOMO-LUMO gap (eV): 5.78
Energy relative to the best compared isomer or geometry (same formula, charge and spin) (kcal per mole): 23.9

```
83
Properties=species:S:1:pos:R:3:mulliken_charge:R:1
Ti -0.089 0.393 1.064 0.09
C -2.156 1.807 -1.056 -1.04
N -1.058 2.170 -0.117 1.28
C 0.176 2.541 -0.883 -0.66
C 1.288 2.867 0.092 -1.34
N 1.694 1.656 0.878 1.74
C 2.844 0.985 0.167 -1.42
C 2.204 1.992 2.230 0.17
C 2.923 3.153 2.444 -0.52
C 3.466 3.402 3.698 -0.98
C 3.297 2.477 4.719 -0.72
C 2.574 1.314 4.492 -0.85
C 2.016 1.062 3.245 0.93
S 1.082 -0.413 2.954 -0.46
C -1.504 3.335 0.677 -0.81
C -1.904 4.511 0.046 -0.53
C -2.317 5.596 0.800 -1.05
C -2.332 5.500 2.190 -0.66
C -1.920 4.333 2.809 -1.09
C -1.491 3.238 2.051 1.63
S -0.888 1.797 2.853 -0.24
H -1.825 1.012 -1.705 -0.05
H -2.433 2.661 -1.665 0.49
H -3.026 1.493 -0.492 0.44
H 0.004 3.415 -1.507 0.58
H 0.439 1.707 -1.525 0.05
H 0.944 3.625 0.783 0.57
H 2.135 3.266 -0.458 0.66
H 3.628 1.725 0.028 0.47
H 3.207 0.166 0.769 0.39
H 2.515 0.586 -0.784 0.09
H 3.072 3.871 1.644 0.43
H 4.026 4.313 3.868 0.43
H 3.719 2.666 5.700 0.41
H 2.418 0.595 5.288 0.49
H -1.894 4.596 -1.036 0.33
H -2.625 6.511 0.306 0.42
H -2.660 6.342 2.789 0.43
H -1.908 4.254 3.892 0.49
N 3.361 -2.679 -0.088 -0.32
C 2.180 -2.655 0.580 -0.14
S 1.829 -3.733 1.811 -0.28
N 1.422 -1.608 0.143 -0.38
N 0.160 -1.528 0.515 1.26
C -0.724 -2.464 0.621 0.41
C -0.578 -3.829 0.078 -0.20
C -1.051 -4.944 0.765 -0.21
C -0.982 -6.204 0.194 -0.92
C -0.425 -6.368 -1.070 -0.68
C 0.093 -5.267 -1.740 -1.25
C 0.025 -4.003 -1.166 0.60
C -2.038 -1.913 1.049 -0.47
C -3.196 -2.656 1.136 -0.65
C -4.380 -2.033 1.500 -0.80
C -4.378 -0.677 1.764 -1.13
C -3.189 0.007 1.650 -0.17
N -2.037 -0.579 1.291 0.91
H 3.990 -3.438 0.102 0.24
H 3.474 -2.136 -0.929 0.16
H -1.423 -4.834 1.779 0.62
H -1.349 -7.063 0.743 0.41
H -0.377 -7.354 -1.519 0.42
H 0.570 -5.391 -2.707 0.48
H 0.467 -3.155 -1.678 0.41
H -3.173 -3.711 0.912 0.63
H -5.295 -2.608 1.576 0.48
H -5.275 -0.150 2.058 0.50
H -3.138 1.059 1.865 0.48
N -1.225 -1.829 -3.696 0.13
C -1.281 -1.295 -2.449 -0.82
N -0.256 -0.540 -2.161 0.34
C 0.540 -0.571 -3.313 0.95
C 1.757 0.057 -3.591 -0.41
C 2.332 -0.158 -4.827 -1.05
C 1.718 -0.981 -5.790 -0.52
C 0.515 -1.605 -5.535 -1.27
C -0.050 -1.383 -4.280 0.44
H -1.896 -2.459 -4.097 0.25
H -2.109 -1.506 -1.783 0.39
H 2.241 0.703 -2.867 0.33
H 3.278 0.316 -5.065 0.43
H 2.199 -1.121 -6.752 0.40
H 0.033 -2.233 -6.276 0.43
```


Entry 2:
This record from the Open Molecules 2025 dataset describes C36H35N9NiSi as an isolated structure. The level of theory is ωB97M-V/def2-TZVPD.

HOMO-LUMO gap (eV): 6.83
Energy relative to the best compared isomer or geometry (same formula, charge and spin) (kcal per mole): 0.0

```
82
Properties=species:S:1:pos:R:3:mulliken_charge:R:1
Ni 0.877 -1.127 -0.478 -1.23
N -8.514 1.393 -3.485 -0.54
C -7.474 1.081 -3.110 -0.12
C -6.172 0.691 -2.639 0.61
C -5.031 1.231 -3.228 -0.90
C -3.781 0.860 -2.767 -0.05
C -3.656 -0.060 -1.729 -0.07
C -4.802 -0.597 -1.147 -0.20
C -6.056 -0.224 -1.595 -0.86
C -2.308 -0.455 -1.239 1.10
C -1.557 0.532 -0.587 -0.77
C -2.046 1.797 -0.175 -0.66
C -1.062 2.378 0.593 -1.90
C 0.002 1.457 0.614 -0.35
N -0.271 0.355 -0.083 1.39
C -1.917 -1.772 -1.412 -0.08
C -2.678 -2.847 -1.959 -0.69
C -1.912 -3.976 -1.819 -1.42
C -0.707 -3.557 -1.198 -0.45
N -0.697 -2.256 -0.964 1.46
H -5.131 1.939 -4.039 0.45
H -2.889 1.280 -3.213 0.60
H -4.701 -1.306 -0.336 0.57
H -6.948 -0.634 -1.141 0.45
H -3.021 2.196 -0.405 0.62
H -1.079 3.337 1.084 0.59
H 0.953 1.580 1.101 0.03
H -3.661 -2.770 -2.394 0.59
H -2.163 -4.984 -2.105 0.44
H 0.131 -4.181 -0.925 0.52
N 3.288 -3.786 -2.316 -0.08
C 3.369 -4.319 -1.051 -0.74
C 2.599 -3.524 -0.263 -0.68
N 2.060 -2.521 -1.035 1.53
C 2.490 -2.702 -2.262 -0.59
H 3.750 -4.127 -3.140 0.22
H 3.950 -5.196 -0.832 0.43
H 2.385 -3.580 0.790 0.46
H 2.263 -2.072 -3.106 0.53
C 3.899 3.208 2.872 -0.51
C 3.458 3.661 1.636 -0.71
C 3.158 2.755 0.626 0.19
C 3.291 1.379 0.823 0.10
C 3.758 0.947 2.069 -0.65
C 4.055 1.844 3.086 -0.61
Si 2.815 0.082 -0.478 0.73
C 2.905 0.936 -2.169 0.08
C 4.129 1.317 -2.727 -0.46
C 4.198 1.931 -3.969 -0.68
C 3.033 2.182 -4.684 -0.45
C 1.807 1.815 -4.151 -0.79
C 1.747 1.199 -2.906 0.16
H 4.130 3.913 3.660 0.40
H 3.348 4.724 1.458 0.41
H 2.807 3.124 -0.332 0.43
H 3.907 -0.116 2.241 0.43
H 4.419 1.483 4.040 0.44
H 4.028 -0.798 -0.433 -0.44
H 5.046 1.128 -2.178 0.37
H 5.158 2.217 -4.381 0.39
H 3.084 2.662 -5.653 0.37
H 0.896 2.012 -4.702 0.42
H 0.782 0.919 -2.493 0.23
C -0.784 1.679 4.174 -1.33
C -1.671 0.480 4.495 0.96
C -2.599 0.133 3.335 -1.20
C -0.851 -0.734 4.939 -1.22
N -0.225 -1.452 3.836 0.76
C 0.799 -1.138 3.036 -0.69
N 0.949 -2.097 2.153 0.19
N 0.001 -3.015 2.442 -0.36
N -0.709 -2.638 3.436 -0.67
H -1.395 2.544 3.912 0.43
H -0.134 1.479 3.322 0.04
H -0.157 1.952 5.026 0.40
H -2.281 0.738 5.367 0.33
H -2.032 -0.075 2.424 -0.13
H -3.261 0.971 3.116 0.47
H -3.212 -0.741 3.562 0.42
H -1.489 -1.473 5.422 0.36
H -0.071 -0.439 5.642 0.48
H 1.381 -0.234 3.103 0.67
```


Entry 3:
This record from the Open Molecules 2025 dataset describes a 3-piece molecular cluster, C36H35NO8P overall in a non-equilibrium geometry. The level of theory is ωB97M-V/def2-TZVPD.

Net charge: +1
HOMO-LUMO gap (eV): 7.20

```
81
Properties=species:S:1:pos:R:3:mulliken_charge:R:1
C 2.428 1.242 -0.481 -1.03
C 1.415 0.363 0.256 -0.43
O 2.099 -0.724 0.962 -0.17
P 1.423 -2.160 0.668 0.74
O 0.001 -2.054 0.931 -0.84
C 1.705 -2.574 -1.115 -0.25
C 3.199 -2.387 -1.495 -0.46
N 3.703 -3.419 -2.459 -0.03
C 3.390 -3.115 -3.892 -0.61
C 1.912 -3.349 -4.256 -0.05
O 1.313 -2.554 -4.849 -0.28
O 2.157 -3.334 1.484 -0.38
C 2.979 -2.883 2.605 0.02
C 4.359 -2.344 2.203 -1.12
H 1.951 1.675 -1.370 0.19
H 2.802 2.072 0.126 0.37
H 3.300 0.671 -0.835 0.28
H 0.839 0.922 0.998 0.45
H 0.704 -0.040 -0.474 0.35
H 1.084 -1.891 -1.703 0.00
H 1.376 -3.618 -1.219 0.56
H 3.421 -1.363 -1.804 0.27
H 3.764 -2.540 -0.564 -0.03
H 3.425 -4.368 -2.188 0.43
H 4.727 -3.418 -2.383 0.41
H 3.980 -3.812 -4.510 0.41
H 3.737 -2.111 -4.152 0.34
H 1.416 -4.280 -3.897 0.37
H 3.142 -3.769 3.227 0.45
H 2.420 -2.160 3.212 0.07
H 5.010 -2.459 3.077 0.43
H 4.769 -2.839 1.315 0.24
H 4.334 -1.269 1.983 0.28
C -3.475 2.807 8.381 -0.48
C -2.189 3.234 8.063 -0.48
C -1.429 2.528 7.146 -0.52
C -1.946 1.383 6.550 0.21
C -3.228 0.941 6.887 0.12
C -3.993 1.663 7.795 -0.55
C -3.781 -0.308 6.297 0.63
O -4.896 -0.690 6.586 -0.66
C -2.933 -1.083 5.351 0.19
C -3.407 -2.282 4.831 -0.57
C -2.631 -3.005 3.939 -0.81
C -1.381 -2.528 3.556 -0.11
C -0.904 -1.338 4.076 -0.09
C -1.670 -0.616 4.980 -0.18
C -1.127 0.644 5.554 0.46
O -0.033 1.056 5.220 -0.69
H -4.071 3.366 9.091 0.40
H -1.782 4.122 8.531 0.40
H -0.432 2.864 6.896 0.46
H -4.991 1.330 8.047 0.47
H -4.380 -2.652 5.126 0.48
H -3.000 -3.940 3.539 0.40
H -0.779 -3.087 2.855 0.37
H 0.071 -0.970 3.780 0.51
C -1.753 6.106 -4.156 -0.50
C -1.016 5.652 -3.066 -0.59
C -0.578 4.339 -3.023 -0.44
C -0.884 3.470 -4.064 0.24
C -1.644 3.920 -5.147 0.29
C -2.066 5.243 -5.193 -0.62
C -2.023 2.993 -6.248 0.54
O -2.679 3.383 -7.189 -0.66
C -1.586 1.573 -6.162 0.25
C -1.976 0.676 -7.148 -0.62
C -1.563 -0.645 -7.083 -0.68
C -0.749 -1.073 -6.038 -0.30
C -0.363 -0.182 -5.046 -0.21
C -0.788 1.138 -5.104 0.04
C -0.393 2.070 -4.016 0.29
O 0.316 1.687 -3.099 -0.61
H -2.087 7.135 -4.192 0.40
H -0.783 6.325 -2.251 0.42
H -0.001 3.989 -2.177 0.45
H -2.644 5.596 -6.037 0.49
H -2.605 1.008 -7.964 0.49
H -1.871 -1.344 -7.850 0.40
H -0.425 -2.097 -5.997 0.51
H 0.263 -0.514 -4.231 0.44
```


Entry 4:
This record from the Open Molecules 2025 dataset describes C36H36BrClCuN4O4Se as an isolated structure in a non-equilibrium geometry. The level of theory is ωB97M-V/def2-TZVPD.

Net charge: -2
HOMO-LUMO gap (spin up / spin down) (eV): 5.90 / 5.87
Spin multiplicity: 2
Energy relative to the best compared isomer or geometry (same formula, charge and spin) (kcal per mole): 30.2
<S²>: 0.754

```
84
Properties=species:S:1:pos:R:3:lowdin_spin:R:1
Cu 1.007 0.094 1.657 0.72
O 2.423 0.273 0.276 0.06
C 3.368 1.135 0.413 0.00
C 4.659 0.847 -0.092 0.00
C 5.683 1.761 -0.043 0.00
C 5.491 3.015 0.529 0.00
C 4.256 3.323 1.056 0.00
C 3.186 2.428 1.005 0.00
C 1.901 2.842 1.475 0.00
N 0.861 2.089 1.399 0.08
N -0.359 2.580 1.671 0.01
C -1.319 1.680 1.553 0.00
O -1.160 0.474 1.221 0.01
C -2.680 2.195 1.863 0.00
C -2.853 3.415 2.512 0.00
C -4.119 3.849 2.859 0.00
C -5.229 3.071 2.561 0.00
C -5.064 1.855 1.915 0.00
C -3.798 1.420 1.571 0.00
H 4.821 -0.131 -0.525 0.00
H 6.649 1.506 -0.465 0.00
H 6.298 3.737 0.564 0.00
H 4.087 4.291 1.514 0.00
H 1.798 3.863 1.854 0.00
H -1.973 3.993 2.749 0.00
H -4.240 4.795 3.378 0.00
H -6.218 3.414 2.846 0.00
H -5.931 1.243 1.697 0.00
H -3.644 0.466 1.088 0.00
C 0.064 -5.341 -0.077 0.00
C -0.526 -4.709 -1.333 0.00
C -1.534 -3.610 -0.993 0.00
C -0.879 -2.339 -0.459 0.00
N -0.333 -1.522 -1.514 0.00
C 0.988 -1.293 -1.749 0.00
Se 2.354 -2.322 -1.252 0.00
N 1.092 -0.259 -2.646 0.00
C 2.304 0.466 -2.923 0.00
C 2.832 0.259 -4.344 0.00
C 3.437 -1.128 -4.558 0.00
C 4.776 -1.313 -3.858 0.00
C -0.169 0.130 -3.014 0.00
C -0.615 1.069 -3.929 0.00
C -1.983 1.157 -4.143 0.00
C -2.874 0.365 -3.434 0.00
C -2.438 -0.546 -2.484 0.00
C -1.073 -0.676 -2.293 0.00
H 0.788 -6.112 -0.344 0.00
H -0.730 -5.794 0.519 0.00
H 0.570 -4.589 0.526 0.00
H -1.030 -5.482 -1.928 0.00
H 0.278 -4.288 -1.941 0.00
H -2.219 -3.984 -0.231 0.00
H -2.123 -3.360 -1.880 0.00
H -0.074 -2.575 0.243 0.00
H -1.606 -1.725 0.081 0.00
H 3.042 0.129 -2.196 0.00
H 2.113 1.532 -2.754 0.00
H 3.588 1.023 -4.544 0.00
H 2.014 0.406 -5.057 0.00
H 3.568 -1.290 -5.633 0.00
H 2.738 -1.879 -4.188 0.00
H 5.501 -0.592 -4.231 0.00
H 5.157 -2.317 -4.033 0.00
H 4.668 -1.193 -2.785 0.00
H 0.075 1.708 -4.461 0.00
H -2.358 1.864 -4.870 0.00
H -3.933 0.464 -3.621 0.00
H -3.143 -1.121 -1.909 0.00
Br -5.617 -1.820 3.895 0.00
C -3.891 -0.994 4.032 0.00
C -3.806 0.292 4.526 0.00
C -2.552 0.872 4.605 0.00
C -1.413 0.193 4.191 0.00
C -1.533 -1.112 3.726 0.00
C -2.779 -1.712 3.644 0.00
C -0.068 0.926 4.304 0.00
O -0.025 1.882 5.080 0.01
O 0.906 0.481 3.641 0.03
H -4.693 0.832 4.825 0.00
H -2.437 1.876 4.983 0.00
H -0.660 -1.667 3.410 0.00
H -2.878 -2.726 3.275 0.00
Cl 1.240 -2.054 2.000 0.07
```


Entry 5:
This record from the Open Molecules 2025 dataset describes C36H36F6N5O9S2TeTl as an isolated structure in a non-equilibrium geometry. The level of theory is ωB97M-V/def2-TZVPD.

Net charge: -2
HOMO-LUMO gap (eV): 5.18
Energy relative to the best compared isomer or geometry (same formula, charge and spin) (kcal per mole): 37.5

```
96
Properties=species:S:1:pos:R:3:mulliken_charge:R:1
Tl 0.374 -1.318 0.335 0.67
F 3.578 -6.533 -0.119 -0.25
C 2.629 -5.602 0.056 0.64
F 1.439 -6.195 -0.167 -0.24
F 2.800 -4.665 -0.880 -0.23
S 2.642 -4.878 1.760 1.01
O 1.541 -3.967 1.745 -0.39
O 2.607 -6.035 2.605 -0.68
N 4.079 -4.231 1.787 -0.56
S 4.419 -2.700 1.750 0.97
O 5.827 -2.551 1.522 -0.68
O 3.508 -1.862 1.021 -0.45
C 4.184 -2.156 3.503 0.66
F 5.068 -2.737 4.328 -0.27
F 4.365 -0.829 3.586 -0.21
F 2.961 -2.440 3.945 -0.21
Te -1.564 -1.585 3.130 -0.12
C -1.059 -0.133 4.567 -0.68
C 0.261 0.025 5.004 -0.17
C 0.606 1.004 5.921 -0.56
C -0.360 1.858 6.439 -0.43
C -1.675 1.716 6.019 -0.54
C -2.017 0.740 5.095 -0.09
H 1.027 -0.626 4.601 0.47
H 1.641 1.106 6.226 0.38
H -0.089 2.627 7.154 0.36
H -2.444 2.378 6.407 0.33
H -3.044 0.648 4.762 0.38
O 0.415 2.279 -0.870 -0.68
C -0.758 1.885 -0.903 -0.22
C -1.916 2.814 -1.310 -0.64
C -3.136 1.997 -0.925 -1.00
C -2.568 0.564 -0.957 1.55
O -3.360 -0.181 0.022 -0.45
N -1.193 0.651 -0.649 0.18
H -1.857 2.998 -2.387 0.29
H -1.825 3.775 -0.802 0.37
H -4.007 2.121 -1.570 0.36
H -3.436 2.202 0.104 0.38
C -3.892 -1.331 -6.490 -0.75
O -4.571 -2.148 -5.553 -0.47
C -3.844 -2.898 -4.664 0.31
C -4.433 -4.113 -4.312 -0.48
C -3.813 -4.975 -3.431 -0.45
C -2.574 -4.647 -2.891 -0.80
C -2.002 -3.438 -3.225 -0.46
C -2.624 -2.538 -4.090 0.38
N -2.056 -1.227 -4.282 0.10
C -1.887 -0.494 -3.074 -1.20
C -2.887 -0.146 -2.270 -0.23
C -4.292 -0.412 -2.644 -0.73
C -5.319 -1.051 -2.054 -0.21
C -5.478 -1.879 -0.847 -0.26
C -4.603 -2.129 0.134 -1.43
C -3.258 -1.517 0.009 0.75
O -2.254 -2.169 -0.221 -0.28
H -4.637 -1.064 -7.239 0.29
H -3.081 -1.890 -6.972 0.29
H -3.472 -0.437 -6.035 0.25
H -5.393 -4.349 -4.751 0.40
H -4.298 -5.902 -3.156 0.36
H -2.084 -5.304 -2.184 0.45
H -1.074 -3.134 -2.755 0.41
H -1.154 -1.300 -4.735 0.37
H -0.873 -0.286 -2.748 0.59
H -4.535 -0.026 -3.633 0.42
H -6.230 -1.044 -2.648 0.31
H -6.431 -2.402 -0.812 0.34
H -4.786 -2.838 0.926 0.54
C 5.824 5.446 0.241 -1.11
C 5.641 4.002 -0.206 -0.82
N 4.334 3.469 0.135 0.35
C 3.369 3.260 -0.944 -0.31
C 2.773 4.552 -1.473 -1.18
C 4.149 3.076 1.425 -0.07
O 5.051 3.145 2.250 -0.69
C 2.763 2.614 1.767 0.03
C 1.769 3.542 2.043 0.25
C 0.487 3.093 2.299 -1.75
C 0.235 1.732 2.216 -0.17
N 1.185 0.841 1.954 0.40
C 2.428 1.267 1.760 -0.08
H 6.801 5.822 -0.071 0.39
H 5.763 5.509 1.327 0.29
H 5.055 6.088 -0.189 0.27
H 6.405 3.376 0.262 0.40
H 5.754 3.918 -1.289 0.43
H 2.567 2.607 -0.614 0.12
H 3.888 2.728 -1.750 0.34
H 2.277 5.099 -0.670 0.21
H 2.027 4.319 -2.230 0.36
H 3.533 5.205 -1.914 0.38
H 2.001 4.601 2.051 0.57
H -0.319 3.780 2.522 0.47
H -0.760 1.323 2.345 0.43
H 3.167 0.505 1.543 0.46
```


no.,M (g mol⁻¹),DFT total energy (eV)
1,723.80,-105439.117
2,680.52,-100231.594
3,640.65,-65054.237
4,846.57,-244622.486
5,1192.81,-113757.928